[1]
Density functional theory data (ωB97M-V with the def2-TZVPD basis set) for C31H46N5O2S3SeSiZr as an isolated structure.

Computed properties:
Gap between HOMO and LUMO, eV: 7.15
Energy relative to the best compared isomer or geometry (same formula, charge and spin), kJ/mol: 39.5

Structure (ORCA input):
```
! wB97M-V def2-TZVPD RIJCOSX def2/J DEFGRID3
* xyz 3 1
Zr 0.8009 -0.5520 -0.0107
C 2.7606 -2.9148 1.4738
C 2.0396 -3.5544 0.3168
N 0.6650 -3.0077 0.2334
C -0.2990 -3.6110 1.1871
C -0.3468 -2.9712 2.5672
S -0.1074 -1.1687 2.5672
C 1.3868 -1.0043 3.5861
C 2.7031 -0.8754 2.8087
N 2.6181 -1.4322 1.4364
H 2.3388 -3.2673 2.4127
H 3.8108 -3.2020 1.4801
H 2.5458 -3.3305 -0.6226
H 2.0340 -4.6386 0.4323
H 0.3202 -3.2416 -0.6911
H -1.2839 -3.5419 0.7374
H -0.0846 -4.6753 1.3005
H -1.3215 -3.1639 3.0115
H 0.3931 -3.3898 3.2442
H 1.2346 -0.1209 4.2031
H 1.3821 -1.8549 4.2653
H 2.9872 0.1622 2.7282
H 3.4951 -1.3843 3.3613
H 3.4257 -1.0659 0.9418
O -1.3355 -1.1049 -0.1791
S -2.1621 -1.9827 -1.1395
C -2.4843 -1.0314 -2.6521
C -3.5785 0.0180 -2.6570
C -3.2121 1.3115 -1.9395
C -2.0636 2.0882 -2.6078
S -0.5720 2.3231 -1.6348
O -0.0759 0.8741 -1.3383
C -1.3022 3.0718 -0.2081
C -1.9179 2.3741 0.8240
C -2.4902 3.0947 1.8572
C -2.4563 4.4879 1.8447
C -1.8375 5.1686 0.8048
C -1.2388 4.4599 -0.2288
C -3.7480 -2.0799 -0.3893
C -4.0343 -1.3290 0.7404
C -5.3013 -1.4477 1.2989
C -6.2395 -2.2990 0.7288
C -5.9232 -3.0512 -0.3991
C -4.6622 -2.9549 -0.9660
H -2.6872 -1.8162 -3.3867
H -1.5047 -0.6004 -2.8695
H -4.4968 -0.3863 -2.2301
H -3.8005 0.2243 -3.7070
H -2.9837 1.0951 -0.8962
H -4.0908 1.9541 -1.9208
H -2.3328 3.1253 -2.8270
H -1.7229 1.6466 -3.5491
H -1.9433 1.2887 0.8300
H -2.9691 2.5718 2.6754
H -2.9108 5.0442 2.6556
H -1.8030 6.2507 0.8019
H -0.7312 4.9873 -1.0320
H -3.2897 -0.6735 1.1745
H -5.5548 -0.8751 2.1822
H -7.2235 -2.3877 1.1723
H -6.6549 -3.7229 -0.8294
H -4.4054 -3.5547 -1.8344
Se 0.5349 -2.4854 -3.9707
N 2.0440 -2.0062 -4.7049
C 2.7324 -1.3371 -3.7988
C 4.0321 -0.7644 -3.9624
C 4.5714 -0.1425 -2.8824
C 3.8636 -0.0756 -1.6515
N 2.6731 -0.5914 -1.4456
C 2.0891 -1.2086 -2.5261
N 0.8921 -1.7295 -2.3831
H 4.5497 -0.8354 -4.9129
H 5.5511 0.3127 -2.9336
H 4.3193 0.4323 -0.8106
C 2.5229 3.9318 1.9196
Si 2.8143 2.4368 0.8779
C 2.8942 2.9382 -0.9306
C 4.4482 1.7032 1.4340
C 1.3398 1.2717 1.1573
H 3.3971 4.5918 1.9160
H 2.3308 3.6418 2.9574
H 1.6638 4.5110 1.5660
H 2.4203 3.9173 -1.0635
H 2.3891 2.2374 -1.5998
H 3.9283 3.0509 -1.2758
H 5.2543 2.3216 1.0238
H 4.6688 0.6654 1.1607
H 4.5353 1.7670 2.5237
H 0.5163 1.9545 0.9365
H 1.2658 1.1353 2.2387
*
```

---

[2]
Density functional theory data (ωB97M-V with the def2-TZVPD basis set) for a 4-piece molecular cluster, C31H46N6O overall.

Computed properties:
SMILES string: [H]/N=C(\C)CCOC[C@@H](NCc1cccc(C)c1)c1ccncc1.CCCC#N.CCCC#N.CCCC#N
Gap between HOMO and LUMO, eV: 9.54

Structure (ORCA input):
```
! wB97M-V def2-TZVPD RIJCOSX def2/J DEFGRID3
* xyz 0 1
H 3.5950 -1.3843 7.2866
N 3.4427 -0.5609 6.7063
C 2.6790 -0.8435 5.7391
C 2.0872 -2.2146 5.5321
C 2.3151 0.2303 4.7478
C 3.5344 0.8698 4.0521
O 3.4559 0.6361 2.6502
C 4.6373 0.2284 2.0118
C 4.8845 -1.2806 2.0379
N 5.3037 -1.6904 3.3749
C 6.7522 -1.5678 3.6515
C 7.0451 -0.4892 4.6650
C 6.8662 -0.7123 6.0263
C 7.0817 0.3261 6.9286
C 7.4856 1.5845 6.4988
C 7.6908 1.8215 5.1412
C 8.1100 3.1680 4.6172
C 7.4695 0.7715 4.2459
C 3.6866 -2.0739 1.5403
C 2.7268 -1.5101 0.7051
C 1.6684 -2.2973 0.2669
N 1.4846 -3.5797 0.5794
C 2.4169 -4.1112 1.3624
C 3.5140 -3.4223 1.8605
H 2.7336 -2.8096 4.8926
H 1.1326 -2.1470 5.0173
H 1.9568 -2.7146 6.4847
H 1.7709 0.9917 5.2977
H 1.6853 -0.2093 3.9829
H 3.4988 1.9432 4.2312
H 4.4486 0.4743 4.4815
H 4.5346 0.5183 0.9664
H 5.5105 0.7565 2.3902
H 5.6944 -1.4471 1.3117
H 5.0454 -2.6432 3.5676
H 7.0832 -2.5093 4.0865
H 7.3257 -1.3768 2.7462
H 6.5437 -1.6786 6.3848
H 6.9226 0.1545 7.9828
H 7.6467 2.3711 7.2195
H 7.2440 3.8092 4.4789
H 8.8492 3.6413 5.2547
H 8.5671 3.0357 3.6391
H 7.6422 0.9369 3.1906
H 2.7538 -0.4785 0.4060
H 0.9211 -1.8387 -0.3675
H 2.3023 -5.1558 1.6183
H 4.2567 -3.9147 2.4661
C -2.4190 -2.9191 -0.9852
C -2.0572 -2.4209 -2.3804
C -2.6608 -1.0504 -2.7043
C -4.1197 -1.0798 -2.7293
N -5.2660 -1.1149 -2.7798
H -3.4970 -3.0544 -0.8856
H -1.9365 -3.8759 -0.7887
H -2.0888 -2.2143 -0.2195
H -2.3820 -3.1485 -3.1259
H -0.9718 -2.3433 -2.4681
H -2.3157 -0.7035 -3.6802
H -2.3354 -0.3118 -1.9692
C -6.0753 4.1256 -5.2729
C -6.8300 2.8471 -4.9317
C -6.0048 1.8600 -4.0987
C -4.8349 1.3690 -4.8208
N -3.9248 0.9790 -5.4025
H -5.1947 3.9156 -5.8821
H -6.7163 4.8032 -5.8359
H -5.7477 4.6404 -4.3668
H -7.1598 2.3647 -5.8535
H -7.7305 3.0988 -4.3688
H -6.6120 0.9985 -3.8180
H -5.6759 2.3304 -3.1703
C -9.3184 0.7158 -9.2042
C -10.4265 0.9169 -8.1768
C -10.9805 2.3457 -8.1690
C -9.9672 3.3242 -7.7800
N -9.1622 4.0882 -7.4875
H -8.4576 1.3507 -8.9896
H -8.9769 -0.3188 -9.1998
H -9.6704 0.9498 -10.2107
H -10.0553 0.6641 -7.1821
H -11.2504 0.2339 -8.3906
H -11.8171 2.4189 -7.4722
H -11.3636 2.6076 -9.1567
*
```

---

[3]
Density functional theory data (ωB97M-V with the def2-TZVPD basis set) for a 7-piece molecular cluster, C31H46N7O overall.

Computed properties:
Gap between HOMO and LUMO, eV: 5.77
Energy relative to the best compared isomer or geometry (same formula, charge and spin), kJ/mol: 0.0

Structure (ORCA input):
```
! wB97M-V def2-TZVPD RIJCOSX def2/J DEFGRID3
* xyz 1 1
C -0.5035 -2.3242 2.5076
C 0.7723 -2.0495 2.2591
N 1.3818 -2.4123 0.9475
C 1.2427 -3.8907 0.6800
C 2.8359 -1.9962 0.8601
C 3.0383 -0.5138 0.5764
C 2.9701 0.4979 1.7372
O 4.2484 0.9687 2.0786
C 4.9045 0.2964 3.1311
H -1.0913 -1.7403 3.2045
H -1.0078 -3.1751 2.0601
H 1.4869 -1.6728 2.9746
H 0.8649 -1.9051 0.2311
H 1.8822 -4.1645 -0.1531
H 1.5431 -4.4195 1.5798
H 0.2088 -4.1174 0.4386
H 3.3313 -2.3414 1.7675
H 3.2492 -2.5660 0.0299
H 4.0517 -0.4235 0.1797
H 2.3820 -0.2095 -0.2444
H 2.4703 0.0995 2.6250
H 2.3963 1.3696 1.4193
H 5.3180 -0.6787 2.8470
H 4.2493 0.1619 3.9980
H 5.7400 0.9300 3.4191
N -4.7341 -2.4462 1.4955
C -3.5439 -2.7493 0.8941
C -3.6183 -4.0363 0.4304
C -4.9072 -4.5309 0.7681
C -5.5709 -3.5248 1.4212
H -4.9653 -1.5689 1.9252
H -2.7528 -2.0220 0.8302
H -2.8462 -4.5701 -0.0997
H -5.3007 -5.5103 0.5516
H -6.5650 -3.4882 1.8335
N -7.1964 -3.6604 -1.7056
C -7.8604 -4.7247 -2.2496
C -8.7045 -4.2426 -3.2151
C -8.5422 -2.8316 -3.2556
C -7.6033 -2.5045 -2.3135
H -6.5109 -3.7238 -0.9728
H -7.6767 -5.7301 -1.9095
H -9.3654 -4.8330 -3.8270
H -9.0539 -2.1395 -3.9030
H -7.1929 -1.5507 -2.0286
N 5.8412 5.9515 4.7795
C 4.8227 5.0412 4.7322
C 5.2503 3.9749 3.9865
C 6.5817 4.2562 3.5676
C 6.9152 5.4858 4.0755
H 5.8054 6.8328 5.2587
H 3.8856 5.2278 5.2275
H 4.6724 3.0961 3.7530
H 7.2214 3.6319 2.9650
H 7.8225 6.0596 3.9969
N 4.6834 4.9906 0.7513
C 4.0791 3.7901 0.5146
C 3.2971 3.9283 -0.6056
C 3.4425 5.2658 -1.0636
C 4.3062 5.8914 -0.2037
H 5.3068 5.1698 1.5221
H 4.2566 2.9477 1.1616
H 2.6904 3.1582 -1.0555
H 2.9736 5.7162 -1.9225
H 4.6788 6.9002 -0.1953
N 4.0937 9.4236 -1.9177
C 3.6399 10.1125 -3.0099
C 4.6280 10.0960 -3.9570
C 5.7221 9.3669 -3.4159
C 5.3611 8.9655 -2.1582
H 3.5747 9.2801 -1.0716
H 2.6583 10.5542 -3.0208
H 4.5744 10.5551 -4.9297
H 6.6639 9.1614 -3.8961
H 5.9010 8.3966 -1.4215
N -8.6624 -8.2368 -3.1140
C -8.5117 -7.8690 -4.4231
C -7.4698 -8.5877 -4.9440
C -6.9728 -9.4245 -3.9072
C -7.7302 -9.1861 -2.7916
H -9.3524 -7.8681 -2.4857
H -9.1554 -7.1320 -4.8707
H -7.1050 -8.5232 -5.9552
H -6.1566 -10.1242 -3.9756
H -7.6876 -9.6120 -1.8038
*
```